1.
# C22H47Cl2F4N9O19S

9 unconnected molecules or ions with the total composition C22H47Cl2F4N9O19S (ωB97M-V/def2-TZVPD, OMol25).

ORCA input file:
```
! RIJCOSX wB97M-V def2-TZVPD def2/J DEFGRID3
* xyz 0 1
C -1.27 -2.98 0.64
C -1.30 -1.45 0.77
N -1.48 -0.86 -0.57
C -1.76 0.55 -0.49
O -3.18 0.81 -0.49
S -4.01 0.65 -1.83
O -5.20 1.44 -1.67
O -4.22 -0.73 -2.15
C -2.99 1.41 -3.08
C -1.52 1.00 -2.90
C -0.68 1.39 -4.13
C -1.18 0.75 -5.44
C -1.04 -0.77 -5.43
Cl -2.58 -1.58 -5.12
C -0.94 1.39 -1.52
C 0.49 0.77 -1.41
C 1.82 1.46 -1.78
C 2.75 0.43 -2.44
Cl 1.83 2.91 -2.83
C -0.98 2.89 -1.19
F -0.95 3.67 -2.32
F 0.14 3.23 -0.44
C -2.11 3.55 -0.36
F -2.17 3.04 0.91
F -3.32 3.48 -0.95
H -2.26 -3.41 0.81
H -0.54 -3.43 1.31
H -1.02 -3.24 -0.39
H -2.16 -1.21 1.40
H -0.38 -1.10 1.21
H -2.24 -1.37 -1.01
H -1.41 0.87 0.49
H -3.17 2.47 -3.10
H -3.39 0.98 -3.99
H -1.52 -0.09 -2.89
H 0.33 1.00 -4.02
H -0.60 2.46 -4.29
H -2.18 1.08 -5.71
H -0.52 1.13 -6.22
H -0.30 -1.05 -4.69
H -0.64 -1.12 -6.38
H 0.44 -0.16 -1.96
H 0.62 0.47 -0.37
H 2.33 1.76 -0.88
H 2.49 0.36 -3.49
H 3.79 0.70 -2.34
H 2.56 -0.56 -2.02
H -1.84 4.60 -0.27
C -0.43 2.47 3.77
N -0.35 1.00 3.94
O -0.39 0.31 2.95
O -0.24 0.58 5.08
H -0.53 2.69 2.71
H -1.30 2.82 4.32
H 0.49 2.89 4.17
C -6.05 -3.17 -1.85
N -4.91 -3.82 -1.13
O -3.81 -3.77 -1.64
O -5.16 -4.37 -0.08
H -5.67 -2.73 -2.76
H -6.78 -3.94 -2.06
H -6.46 -2.42 -1.18
C 0.05 -1.49 7.71
N 1.30 -2.01 8.33
O 2.36 -1.68 7.84
O 1.18 -2.73 9.29
H 0.31 -0.86 6.87
H -0.53 -2.35 7.40
H -0.48 -0.92 8.48
C 3.67 3.13 -6.58
N 3.38 1.84 -5.90
O 2.22 1.50 -5.83
O 4.32 1.23 -5.45
H 2.74 3.56 -6.92
H 4.17 3.77 -5.86
H 4.34 2.91 -7.42
C 3.51 5.75 2.81
N 3.18 4.48 3.50
O 2.00 4.20 3.64
O 4.10 3.79 3.87
H 2.59 6.25 2.53
H 4.09 6.35 3.50
H 4.10 5.50 1.93
C 5.77 -2.34 7.39
N 7.01 -1.53 7.51
O 7.42 -0.96 6.52
O 7.54 -1.49 8.60
H 5.42 -2.29 6.37
H 6.03 -3.36 7.66
H 5.04 -1.93 8.08
C 2.86 -0.12 4.04
N 3.16 -1.57 3.91
O 3.98 -2.05 4.66
O 2.55 -2.18 3.06
H 3.48 0.29 4.83
H 3.09 0.35 3.08
H 1.81 -0.03 4.29
C -3.47 -5.72 -5.06
N -4.92 -5.42 -4.91
O -5.71 -6.31 -5.14
O -5.20 -4.30 -4.56
H -3.36 -6.76 -5.37
H -3.07 -5.04 -5.80
H -3.01 -5.55 -4.09
*
```

Properties
SMILES	CCN[C@@H]1OS(=O)(=O)C[C@@H](CCCCl)[C@@]1(C[C@@H](C)Cl)C(F)(F)C(F)F.C[N+](=O)[O-].C[N+](=O)[O-].C[N+](=O)[O-].C[N+](=O)[O-].C[N+](=O)[O-].C[N+](=O)[O-].C[N+](=O)[O-].C[N+](=O)[O-]
HOMO	-9.519	eV
Kohn-Sham gap	8.9	eV

---

2.
# C25H25N4O2STi

A molecular structure, C25H25N4O2STi (ωB97M-V/def2-TZVPD, OMol25).

ORCA input file:
```
! RIJCOSX wB97M-V def2-TZVPD def2/J DEFGRID3
* xyz 1 3
Ti 0.32 0.49 -0.15
C 2.41 2.59 1.40
C 0.96 2.83 1.70
C 0.57 3.67 2.72
C -0.79 3.87 2.98
C -1.73 3.24 2.18
C -1.29 2.42 1.15
N 0.05 2.19 0.93
C -2.15 1.77 0.18
C -3.51 1.90 -0.03
C -4.07 1.34 -1.18
C -3.25 0.78 -2.16
C -1.89 0.69 -1.92
N -1.41 1.04 -0.70
C -0.79 0.41 -2.84
C -0.92 0.04 -4.17
C 0.21 -0.08 -4.94
C 1.45 0.22 -4.40
C 1.54 0.61 -3.07
C 2.84 1.06 -2.49
N 0.44 0.67 -2.28
H 2.97 3.52 1.42
H 2.86 1.92 2.14
H 2.53 2.14 0.41
H 1.31 4.18 3.32
H -1.10 4.52 3.78
H -2.79 3.40 2.34
H -4.13 2.46 0.66
H -5.13 1.41 -1.34
H -3.67 0.48 -3.11
H -1.90 -0.16 -4.58
H 0.14 -0.39 -5.98
H 2.34 0.17 -5.00
H 2.77 2.11 -2.19
H 3.10 0.46 -1.61
H 3.65 0.97 -3.21
O 3.34 -0.78 1.50
C 2.18 -0.69 1.15
O 1.76 -0.64 -0.09
C 1.05 -0.59 2.15
C 1.23 -0.74 3.51
C 0.12 -0.65 4.33
C -1.13 -0.48 3.75
C -1.23 -0.35 2.38
N -0.15 -0.35 1.58
H 2.22 -0.93 3.88
H 0.22 -0.72 5.41
H -2.03 -0.45 4.36
H -2.19 -0.24 1.89
C 0.53 -2.69 -2.24
S -0.65 -2.21 -0.96
C -0.05 -3.34 0.32
H 1.53 -2.36 -1.97
H 0.21 -2.24 -3.18
H 0.49 -3.78 -2.34
H -0.05 -4.34 -0.09
H -0.74 -3.30 1.17
H 0.95 -3.05 0.64
*
```

Properties
ΔE to the lowest compared entry with this formula, charge and spin	48.93	kcal/mol
HOMO (alpha / beta)	-8.674 / -11.514	eV
Kohn-Sham gap (alpha / beta)	5.3 / 7.8	eV

---

3.
# C22H28Br10O4

7 unconnected molecules or ions with the total composition C22H28Br10O4 (ωB97M-V/def2-TZVPD, OMol25).

ORCA input file:
```
! RIJCOSX wB97M-V def2-TZVPD def2/J DEFGRID3
* xyz 0 1
O -1.28 19.11 -1.84
C -0.83 18.40 -2.71
C 0.59 17.96 -2.72
C 1.03 17.20 -3.71
C 0.19 16.81 -4.88
O 0.69 16.24 -5.82
C -1.25 17.18 -4.82
C -1.69 17.96 -3.84
H 1.29 18.31 -1.97
H 2.07 16.95 -3.82
H -1.93 16.86 -5.61
H -2.74 18.23 -3.75
O 4.32 18.22 -3.21
C 5.19 17.41 -3.47
C 6.05 16.86 -2.39
C 7.00 15.97 -2.66
C 7.35 15.57 -4.05
O 8.28 14.82 -4.27
C 6.51 16.16 -5.13
C 5.51 17.00 -4.86
H 5.95 17.26 -1.39
H 7.72 15.65 -1.91
H 6.61 15.80 -6.15
H 4.90 17.36 -5.68
Br 2.72 18.83 -6.85
C 2.35 17.71 -8.37
C 3.62 17.56 -9.19
Br 3.29 16.37 -10.68
H 1.55 18.16 -8.95
H 2.05 16.74 -7.99
H 4.42 17.15 -8.57
H 3.98 18.49 -9.61
Br 6.10 10.34 -0.24
C 5.87 12.14 0.47
C 6.83 13.07 -0.22
Br 6.98 14.71 0.84
H 6.07 12.06 1.54
H 4.84 12.46 0.35
H 6.44 13.35 -1.19
H 7.83 12.68 -0.29
Br 3.77 18.03 0.31
C 2.95 16.34 0.83
C 3.15 15.36 -0.28
Br 2.43 13.62 0.26
H 1.92 16.52 1.11
H 3.50 16.04 1.73
H 4.21 15.20 -0.50
H 2.60 15.63 -1.18
Br 2.03 22.45 -4.31
C 3.54 21.27 -3.99
C 3.85 21.08 -2.53
Br 4.27 22.75 -1.64
H 4.37 21.67 -4.55
H 3.24 20.32 -4.43
H 4.76 20.50 -2.44
H 3.03 20.59 -2.02
Br 9.06 11.91 -6.98
C 10.34 13.22 -7.66
C 9.96 14.56 -7.10
Br 11.06 15.96 -7.86
H 10.22 13.19 -8.74
H 11.33 12.91 -7.37
H 10.09 14.62 -6.02
H 8.93 14.82 -7.30
*
```

Properties
SMILES	O=C1C=CC(=O)C=C1.O=C1C=CC(=O)C=C1.BrCCBr.BrCCBr.BrCCBr.BrCCBr.BrCCBr
ΔE to the lowest compared entry with this formula, charge and spin	0.00	kcal/mol
HOMO	-9.875	eV
Kohn-Sham gap	7.8	eV

---

4.
# C14H18BMnN10O

A molecular structure, C14H18BMnN10O (ωB97M-V/def2-TZVPD, OMol25).

ORCA input file:
```
! RIJCOSX wB97M-V def2-TZVPD def2/J DEFGRID3
* xyz 3 6
Mn -0.46 -0.96 0.83
C -3.18 2.02 1.34
C -2.69 0.76 1.63
N -1.62 0.53 0.83
N -1.42 1.60 0.03
C -2.36 2.51 0.34
B -0.24 1.50 -0.99
N -0.45 0.21 -1.81
C -0.54 0.00 -3.14
C -0.76 -1.34 -3.37
C -0.80 -1.92 -2.11
N -0.60 -0.99 -1.18
N 1.06 1.39 -0.15
C 2.25 2.02 -0.08
C 3.05 1.39 0.84
C 2.28 0.34 1.32
N 1.09 0.33 0.71
N -0.36 2.72 -1.96
C 0.40 3.71 -2.31
C -0.34 4.51 -3.27
C -1.58 3.82 -3.41
N -1.63 2.77 -2.65
H -4.02 2.52 1.80
H -3.04 0.03 2.34
H -2.40 3.46 -0.18
H -0.44 0.80 -3.85
H -0.88 -1.83 -4.33
H -0.96 -2.95 -1.84
H 2.49 2.87 -0.69
H 4.06 1.66 1.12
H 2.53 -0.40 2.06
H 1.40 3.89 -1.94
H -0.01 5.44 -3.73
H -2.42 4.08 -4.04
C 1.23 -4.88 4.14
N 0.66 -3.72 3.43
C 0.85 -3.48 2.15
N 1.63 -4.25 1.40
O 0.26 -2.46 1.59
H 0.90 -4.83 5.17
H 2.32 -4.83 4.12
H 0.87 -5.80 3.70
H 0.04 -3.10 3.92
H 2.09 -5.06 1.78
H 1.72 -4.07 0.42
*
```

Properties
HOMO (alpha / beta)	-18.486 / -18.447	eV
Kohn-Sham gap (alpha / beta)	6.6 / 5.8	eV

---

5.
# C20H20ClN3O

C20H20ClN3O in the gas phase (ωB97M-V/def2-TZVPD, OMol25).

ORCA input file:
```
! RIJCOSX wB97M-V def2-TZVPD def2/J DEFGRID3
* xyz 0 1
C -1.08 -4.94 -0.83
O -0.52 -3.88 -1.57
C 0.24 -2.96 -0.92
C 0.73 -1.91 -1.69
C 1.49 -0.90 -1.13
C 1.80 -0.92 0.23
N 2.57 0.07 0.86
C 3.19 1.10 0.05
C 2.18 2.19 -0.39
N 0.93 1.92 0.28
C -0.27 2.19 -0.32
C -0.40 3.15 -1.31
C -1.66 3.43 -1.85
N -2.76 2.84 -1.49
C -2.67 1.84 -0.59
C -3.86 1.15 -0.27
C -3.81 0.06 0.56
Cl -5.26 -0.80 0.95
C -2.59 -0.40 1.09
C -1.44 0.29 0.82
C -1.44 1.44 0.01
C 1.10 1.86 1.71
C 2.03 0.66 2.07
C 1.36 -2.01 0.98
C 0.58 -3.01 0.42
H -1.67 -5.51 -1.53
H -0.30 -5.58 -0.40
H -1.73 -4.56 -0.03
H 0.48 -1.88 -2.74
H 1.82 -0.10 -1.77
H 3.98 1.55 0.66
H 3.67 0.63 -0.81
H 2.02 2.16 -1.47
H 2.57 3.19 -0.13
H 0.45 3.74 -1.64
H -1.77 4.21 -2.59
H -4.78 1.48 -0.71
H -2.58 -1.29 1.69
H -0.51 -0.11 1.18
H 0.13 1.77 2.19
H 1.56 2.80 2.05
H 2.86 1.01 2.69
H 1.48 -0.09 2.63
H 1.63 -2.08 2.02
H 0.26 -3.82 1.05
*
```

Properties
SMILES	COc1ccc(N2CCN(c3ccnc4cc(Cl)ccc34)CC2)cc1
ΔE to the lowest compared entry with this formula, charge and spin	28.73	kcal/mol
HOMO	-7.535	eV
Kohn-Sham gap	7.9	eV

---

6.
# C16H23BF3O7

2 unconnected molecules or ions with the total composition C16H23BF3O7 (ωB97M-V/def2-TZVPD, OMol25).

ORCA input file:
```
! RIJCOSX wB97M-V def2-TZVPD def2/J DEFGRID3
* xyz -1 1
C -0.65 1.82 0.54
C -0.05 1.33 -0.80
C 0.40 -0.14 -0.71
C 1.02 2.28 -1.36
C 2.49 2.20 -0.88
C 3.31 1.14 -1.62
C 2.70 2.08 0.65
O 2.80 0.75 1.07
B 3.53 0.51 2.34
O 3.17 -0.83 2.86
C 1.99 -0.66 3.58
C 2.11 0.77 4.18
C 0.77 1.51 4.28
F 0.28 1.44 5.55
F 0.87 2.81 3.99
F -0.22 1.04 3.49
O 3.02 1.44 3.39
H -1.65 2.25 0.39
H -0.75 1.01 1.26
H -0.04 2.59 1.01
H -0.87 1.35 -1.53
H -0.46 -0.80 -0.82
H 0.88 -0.35 0.25
H 1.11 -0.39 -1.50
H 1.04 2.14 -2.45
H 0.67 3.30 -1.20
H 2.93 3.16 -1.15
H 3.18 0.15 -1.18
H 3.06 1.12 -2.68
H 4.38 1.37 -1.54
H 1.87 2.58 1.18
H 3.60 2.65 0.92
H 4.74 0.62 2.15
H 1.92 -1.41 4.38
H 1.10 -0.74 2.94
H 2.46 0.70 5.22
C -3.42 -2.08 -1.55
C -4.67 -2.52 -1.38
C -5.38 -3.39 -2.41
O -6.51 -3.74 -2.13
C -4.68 -3.75 -3.62
C -3.43 -3.30 -3.79
C -2.72 -2.44 -2.76
O -1.59 -2.11 -3.04
O -2.69 -3.55 -4.86
O -5.42 -2.27 -0.32
H -2.91 -1.46 -0.82
H -5.19 -4.36 -4.35
H -1.83 -3.10 -4.68
H -6.27 -2.73 -0.47
*
```

Properties
HOMO	-4.979	eV
Kohn-Sham gap	5.1	eV

---

7.
# C7H10BF4N3O4V

A molecular structure, C7H10BF4N3O4V (ωB97M-V/def2-TZVPD, OMol25).

ORCA input file:
```
! RIJCOSX wB97M-V def2-TZVPD def2/J DEFGRID3
* xyz 0 2
O 20.95 -31.45 5.77
V 19.75 -30.40 5.54
B 18.42 -32.64 4.49
F 18.31 -32.27 5.86
F 18.93 -31.43 3.89
F 19.41 -33.59 4.34
F 17.21 -33.01 3.98
O 21.26 -27.20 4.02
C 20.97 -28.38 4.58
O 21.00 -28.60 5.81
O 20.42 -29.24 3.83
H 21.65 -26.66 4.73
C 19.66 -25.87 1.43
C 19.49 -25.00 2.59
N 19.38 -24.30 3.49
H 20.45 -26.60 1.58
H 19.92 -25.18 0.63
H 18.76 -26.43 1.18
C 18.64 -29.39 0.83
C 17.55 -28.76 1.57
N 16.69 -28.30 2.18
H 19.50 -29.56 1.48
H 18.95 -28.71 0.03
H 18.32 -30.35 0.43
C 24.01 -27.52 2.15
C 24.63 -27.19 0.87
N 25.15 -26.92 -0.12
H 23.48 -28.46 2.06
H 23.35 -26.69 2.41
H 24.75 -27.59 2.94
*
```

Properties
HOMO (alpha / beta)	-12.143 / -12.143	eV
Kohn-Sham gap (alpha / beta)	9.2 / 9.6	eV

---

8.
# C25H41F5P2V

A molecular structure, C25H41F5P2V (ωB97M-V/def2-TZVPD, OMol25).

ORCA input file:
```
! RIJCOSX wB97M-V def2-TZVPD def2/J DEFGRID3
* xyz 2 2
V 0.04 -0.11 2.15
C -0.89 -1.85 2.88
C 0.43 -2.16 2.41
C 0.62 -0.64 4.16
C -0.77 -0.93 3.98
C 1.36 -1.38 3.18
C -2.15 -2.53 2.47
H -2.07 -2.95 1.46
H -2.99 -1.83 2.48
H -2.39 -3.35 3.16
C -1.87 -0.61 4.93
H -2.83 -0.92 4.52
H -1.91 0.46 5.16
H -1.73 -1.16 5.88
C 1.23 0.09 5.30
H 1.22 -0.54 6.21
H 0.68 1.01 5.53
H 2.27 0.36 5.08
C 2.85 -1.47 3.10
H 3.23 -2.14 3.87
H 3.30 -0.48 3.26
H 3.17 -1.85 2.13
C 0.78 -3.24 1.45
H 0.99 -4.18 1.99
H 1.68 -2.99 0.89
H -0.04 -3.44 0.76
C -1.69 1.17 -4.45
C -1.74 -0.17 -4.49
C -0.98 -1.08 -5.40
C 0.43 -0.60 -5.83
C 1.32 -0.13 -4.72
C 1.36 1.11 -4.20
C 0.60 2.31 -4.66
C -0.80 2.05 -5.27
H -1.54 -1.28 -6.33
H 0.34 0.17 -6.60
H -0.90 -2.06 -4.89
H -0.69 1.64 -6.29
H -2.42 1.74 -3.86
H -2.50 -0.70 -3.90
H -1.30 3.03 -5.38
H 0.50 2.98 -3.79
H 2.11 1.35 -3.44
H 1.17 2.89 -5.41
H 0.93 -1.46 -6.31
H 2.03 -0.89 -4.39
P -1.22 0.04 0.01
C -2.76 0.97 -0.05
C -1.46 -1.38 -1.10
P 1.63 0.61 0.31
C 0.18 0.93 -0.83
C 2.55 -0.63 -0.67
C 2.75 2.02 0.36
H -2.78 1.71 0.77
H -3.59 0.26 0.09
H -2.86 1.47 -1.02
H -1.56 -1.00 -2.13
H -2.39 -1.90 -0.82
H -0.61 -2.08 -1.05
H 2.93 2.41 -0.66
H 3.71 1.67 0.78
H 2.34 2.81 1.01
H -0.02 2.01 -0.95
H 0.37 0.50 -1.83
H 3.53 -0.79 -0.20
H 2.69 -0.23 -1.68
H 2.01 -1.59 -0.72
F 1.00 2.60 2.96
C -0.25 2.13 2.51
F -0.50 2.78 1.28
C -1.27 2.72 3.48
F -2.52 2.24 3.18
F -0.98 2.41 4.78
F -1.35 4.07 3.42
*
```

Properties
HOMO (alpha / beta)	-13.702 / -13.703	eV
Kohn-Sham gap (alpha / beta)	5.1 / 5.6	eV